14
Properties=species:S:1:pos:R:3:forces:R:3 method="wB97M-V/def2-TZVPD" e_tot_ev=-23361.9688 homo_ev=-8.37 e_lumo_ev=0.660 smiles="NC(Cl)=C(O)O.C=O" spin_multiplicity=1
N -1.202845 -0.566039 -0.771013 -0.40 -0.07 0.11
C 0.155209 -0.556783 -0.421916 0.17 -0.19 -0.05
Cl 0.748760 -1.610637 0.860759 0.21 -0.16 -0.39
C 1.000687 0.214410 -1.109697 -0.43 0.08 -0.20
O 2.322701 0.291342 -0.900478 -0.19 0.15 -0.19
O 0.545651 1.011175 -2.109870 0.66 0.01 0.13
H -1.556004 -1.506717 -0.908418 0.08 0.05 -0.19
H -1.787547 -0.114616 -0.066240 0.21 -0.13 -0.24
H 2.689464 0.871406 -1.582719 -0.02 -0.04 0.11
H -0.413323 0.881813 -2.174767 -0.06 -0.22 0.13
C -0.616409 0.258379 2.282829 0.05 0.29 0.79
O -1.623357 0.539887 1.691478 -0.18 0.17 0.14
H 0.319447 0.825144 2.169229 0.01 0.08 -0.15
H -0.582434 -0.538764 3.040825 -0.12 -0.03 0.00